A single CH2Cl3N molecule in a non-equilibrium geometry, computed with ωB97M-V/def2-TZVPD.

Last column: natural (NBO) charge in e.
Atoms and positions in Å:
N -0.97550 -0.04911 0.20682  -0.88
C 0.46777 -0.02910 -0.08291  0.07
Cl 1.40035 1.40369 0.74352  -0.05
Cl 1.33209 -1.45503 0.56735  0.01
Cl 0.77796 0.14344 -1.78915  0.03
H -1.57255 -0.76473 -0.18665  0.40
H -1.43012 0.75084 0.54102  0.40

Properties
Charge = 0
Structure (SMILES) = NC(Cl)(Cl)Cl
Energy above the lowest of the compared OMol25 structures with the same formula, charge and spin = 12.5 kcal/mol
Frontier orbital gap = 10.74 eV


A single CH2Cl3PS molecule in a non-equilibrium geometry, computed with ωB97M-V/def2-TZVPD.

Last column: natural (NBO) charge in e.
Atoms and positions in Å:
S 0.69260 -0.21367 1.08380  -0.20
P -0.53872 -0.20780 -0.64786  0.47
C -0.81203 1.89805 -1.22455  -0.38
Cl -1.53720 2.21217 -2.73864  0.06
Cl 0.82980 2.68468 -1.20880  -0.03
Cl -1.87862 2.58324 0.00970  0.00
H -0.42960 -0.37091 1.57789  0.11
H 0.35732 -0.33930 -1.64749  -0.05

Properties
Charge = 0
Structure (SMILES) = SPC(Cl)(Cl)Cl
Energy above the lowest of the compared OMol25 structures with the same formula, charge and spin = 30.7 kcal/mol
Frontier orbital gap = 9.54 eV


A 2-piece molecular cluster, CH2Cl4P2 overall in a non-equilibrium geometry, computed with ωB97M-V/def2-TZVPD.

Last column: natural (NBO) charge in e.
Atoms and positions in Å:
C -0.52041 -0.87532 -1.43144  -0.78
P -3.69384 0.00018 -0.74468  0.54
P -1.44109 -0.29916 -0.05678  0.58
Cl -3.19297 0.75138 -2.52693  -0.26
Cl -4.05793 1.43638 0.47469  -0.20
Cl -2.66319 0.83884 3.09197  -0.05
Cl -1.28733 -1.63013 1.48814  -0.26
H 0.31410 -1.37662 -1.11992  0.21
H -0.53857 -0.40786 -2.39300  0.23

Properties
Charge = 0
Energy above the lowest of the compared OMol25 structures with the same formula, charge and spin = 14.6 kcal/mol
Spin multiplicity = 3
Frontier orbital gap (alpha / beta) = 7.88 / 5.33 eV


A 2-piece molecular cluster, CH2ClFO2 overall in a non-equilibrium geometry, computed with ωB97M-V/def2-TZVPD.

Last column: natural (NBO) charge in e.
Atoms and positions in Å:
C 2.90251 0.33720 -0.61180  0.28
O 0.81123 -0.27818 -0.21666  -0.46
O -0.34160 0.49145 -0.03486  -0.44
F 2.95156 1.42539 0.25029  -0.37
Cl 3.53446 -0.93179 0.20002  0.05
H 0.04270 1.25716 -0.51702  0.47
H 0.37096 -1.07149 0.12004  0.48

Properties
Charge = 0
Energy above the lowest of the compared OMol25 structures with the same formula, charge and spin = 154.8 kcal/mol
Frontier orbital gap = 9.89 eV